A molecular structure, C15H26F6NO3P2Pd. Source: OMol25; level of theory: wB97M-V/def2-TZVPD.

Element x y z (Å)
Pd 0.229 0.038 0.448
P -2.045 -0.050 -0.230
C -2.156 0.645 -1.954
C -0.753 0.908 -2.466
N 0.323 0.790 -1.681
C 1.533 1.268 -2.052
C 1.708 1.962 -3.251
C 0.601 2.100 -4.078
C -0.621 1.568 -3.691
C 2.712 0.890 -1.192
P 2.283 -0.634 -0.239
H -1.534 1.690 -4.243
H 2.701 2.320 -3.512
H 0.652 2.717 -4.968
H 3.609 0.675 -1.789
H 2.994 1.657 -0.442
H -2.893 0.199 -2.634
H -2.640 1.645 -1.820
H -1.032 -3.907 -3.639
O -1.188 -3.660 -4.557
H -2.019 -3.126 -4.453
H 0.084 -3.379 0.068
O -0.317 -4.118 -0.412
H 0.347 -4.378 -1.085
C 2.603 -2.041 -1.326
H 3.625 -1.959 -1.724
H 2.518 -2.984 -0.767
H 1.893 -2.083 -2.162
C 3.508 -0.737 1.072
H 3.320 -1.644 1.656
H 4.517 -0.778 0.653
H 3.415 0.130 1.732
C -2.875 1.386 0.565
H -3.666 1.762 -0.102
H -3.340 1.114 1.526
H -2.107 2.169 0.695
C -3.114 -1.522 -0.066
H -3.325 -1.673 1.006
H -4.051 -1.342 -0.614
H -2.630 -2.433 -0.454
C -1.191 0.008 3.519
C -0.184 1.141 3.240
O -0.027 1.546 1.965
C -0.673 2.441 4.023
F -0.929 2.237 5.349
F 0.167 3.496 3.895
F -1.860 2.822 3.468
C 1.196 0.632 3.859
F 1.180 0.486 5.218
F 1.468 -0.622 3.364
F 2.258 1.404 3.525
H -2.199 0.341 3.236
H -1.160 -0.242 4.591
H -0.914 -0.874 2.926

Computed properties:
Net charge ... +1
2S+1 ... 3
LUMO energy (alpha / beta) ... -3.00 / -5.39 eV
⟨S²⟩ ... 2.01

These are the Mulliken partial charges, in e, on atoms 1 to 2: -0.06 1.29

3 unconnected molecules or ions with the total composition C15H26I2N2O7PS3. Source: OMol25; level of theory: wB97M-V/def2-TZVPD.

Element x y z (Å)
C 0.133 4.269 -0.213
C -0.430 3.151 0.217
C -0.164 1.748 -0.347
C 1.218 1.677 -0.885
C 2.295 1.494 -0.043
N 3.546 1.428 -0.404
I 5.040 1.137 0.988
N 3.901 1.568 -1.668
C 2.927 1.775 -2.506
C 3.383 2.003 -3.944
C 3.049 0.887 -4.945
O 2.609 1.179 -6.021
I 3.378 -1.186 -4.516
C 1.545 1.825 -2.227
P 0.249 2.094 -3.498
S -0.277 3.952 -3.695
H 0.603 4.378 -1.180
H 0.130 5.116 0.459
H -1.108 3.217 1.059
H -0.276 1.066 0.496
H -0.927 1.540 -1.093
H 2.094 1.397 1.016
H 2.992 2.958 -4.291
H 4.471 2.085 -3.948
H -0.842 1.323 -3.054
H 0.634 1.554 -4.733
O 3.005 -1.700 0.877
S 2.229 -2.481 -0.043
O 1.102 -1.897 -0.709
O 1.798 -3.831 0.651
C 1.066 -3.770 1.901
C -0.371 -3.330 1.716
C 3.307 -3.166 -1.245
H 1.592 -3.126 2.607
H 1.091 -4.779 2.307
H -0.432 -2.303 1.364
H -0.911 -3.391 2.659
H -0.871 -3.956 0.976
H 4.158 -3.626 -0.751
H 3.626 -2.330 -1.863
H 2.760 -3.894 -1.840
O -2.399 -1.170 1.990
S -3.408 -0.157 1.910
O -3.201 1.135 2.488
O -4.781 -0.753 2.425
C -4.828 -1.321 3.755
C -4.796 -0.266 4.842
C -3.880 0.058 0.226
H -4.020 -2.044 3.877
H -5.765 -1.872 3.808
H -3.845 0.266 4.851
H -4.931 -0.728 5.820
H -5.580 0.473 4.684
H -4.068 -0.916 -0.218
H -3.053 0.551 -0.280
H -4.767 0.685 0.187

Computed properties:
Net charge ... +1
LUMO energy ... -4.81 eV

These are the Mulliken partial charges, in e, on atoms 1 to 2: -0.90 -0.15

A molecular structure, C15H26IN4O2Sc. Source: OMol25; level of theory: wB97M-V/def2-TZVPD.

Element x y z (Å)
C 0.889 0.511 -3.597
I -2.046 1.450 -1.872
H 1.733 0.868 -2.953
H 0.176 1.352 -3.519
H 1.259 0.448 -4.616
C -0.075 -3.038 -0.311
C 1.233 -2.765 -0.536
N 1.302 -1.756 -1.461
C 0.059 -1.355 -1.845
N -0.795 -2.249 -1.209
H -0.501 -3.812 0.349
H 2.104 -3.245 -0.167
C -1.480 3.247 2.024
C -0.977 2.126 0.146
N -1.939 2.413 1.019
H 0.568 4.074 2.298
N 0.121 2.894 0.558
H -2.140 3.541 2.835
Sc 0.420 0.587 -0.629
C 0.065 -0.716 -3.258
O -0.712 -1.195 -4.064
C -0.178 3.521 1.744
C 1.439 2.884 -0.054
H 2.123 3.515 0.553
H 1.452 3.264 -1.102
H 1.965 1.877 0.015
C -3.243 1.799 1.002
H -4.022 2.519 1.299
H -3.270 0.894 1.634
H -3.508 1.471 -0.018
C -2.265 -2.277 -1.183
H -2.627 -3.324 -1.291
H -2.648 -1.687 -2.014
H -2.602 -1.864 -0.205
C 2.490 -1.224 -2.041
H 2.682 -0.207 -1.665
H 2.480 -1.224 -3.141
H 3.328 -1.828 -1.729
C -0.615 -1.131 2.591
C 0.740 -0.482 2.406
C 1.835 -1.376 2.928
O 0.988 -0.167 1.015
H -0.677 -2.060 2.012
H -1.438 -0.498 2.244
H -0.776 -1.381 3.646
H 0.741 0.443 3.005
H 1.904 -2.279 2.324
H 2.799 -0.893 2.869
H 1.641 -1.665 3.962

Computed properties:
Net charge ... -2
LUMO energy (alpha / beta) ... 3.99 / 3.99 eV

These are the Mulliken partial charges, in e, on atoms 1 to 2: -1.32 -0.73

2 unconnected molecules or ions with the total composition C15H26INOP. Source: OMol25; level of theory: wB97M-V/def2-TZVPD.

Element x y z (Å)
C 1.933 1.306 1.521
C 2.246 2.251 0.336
C 1.048 3.026 -0.257
N -0.306 2.390 -0.083
P -0.792 1.489 -1.392
C -2.484 0.914 -1.162
C -3.102 1.077 0.064
C -4.380 0.590 0.225
C -4.977 -0.034 -0.842
C -4.377 -0.187 -2.075
C -3.103 0.300 -2.232
C 0.295 -0.017 -1.492
I -0.692 -1.778 -0.687
C 0.777 -0.257 -2.954
C 1.782 -1.447 -2.943
H 2.470 0.366 1.347
H 2.307 1.695 2.471
H 0.878 1.039 1.632
H 3.018 2.947 0.678
H 2.716 1.660 -0.461
H 1.230 3.103 -1.343
H 1.029 4.053 0.114
H -0.957 3.152 0.100
H -0.767 2.215 -2.602
H -2.548 1.573 0.857
H -4.842 0.696 1.200
H -5.978 -0.439 -0.701
H -4.861 -0.694 -2.903
H -2.580 0.189 -3.180
H 1.197 0.096 -0.886
H 1.290 0.663 -3.268
H -0.066 -0.438 -3.629
H 1.255 -2.378 -3.168
H 2.607 -1.248 -3.628
H 2.160 -1.573 -1.921
C 0.970 -2.070 2.377
C 2.189 -2.329 3.230
O 3.224 -1.735 3.031
C 2.061 -3.352 4.329
H 1.207 -1.319 1.632
H 0.671 -2.987 1.869
H 0.149 -1.704 2.997
H 1.807 -4.325 3.906
H 1.289 -3.045 5.037
H 3.008 -3.435 4.857

Computed properties:
Net charge ... +1
LUMO energy ... -3.26 eV

These are the Mulliken partial charges, in e, on atoms 1 to 2: -0.80 -0.66

A molecular structure, C15H26N2O11S. Source: OMol25; level of theory: wB97M-V/def2-TZVPD.

Element x y z (Å)
C -0.675 -4.140 -1.466
C -1.156 -2.970 -0.575
C -1.356 -1.668 -1.303
O -2.632 -1.538 -2.022
N -3.451 -2.685 -1.901
O -3.694 -3.142 -2.946
O -0.417 -1.357 -2.347
S -0.763 0.197 -2.760
O 0.417 0.993 -2.883
O -1.472 0.197 -4.005
O -1.677 0.614 -1.496
C -1.277 -0.357 -0.460
C -2.122 -0.437 0.802
C -2.082 0.799 1.720
C -2.697 0.376 3.109
C -1.610 -0.016 4.120
C -1.005 -1.395 3.864
O -0.187 -1.851 4.953
C 1.102 -2.094 4.532
C 1.403 -3.194 3.529
O 1.999 -1.449 5.004
C 0.197 0.103 -0.062
O 1.030 -0.790 0.189
O 0.351 1.333 0.010
H -1.169 -4.191 -2.439
H 0.415 -4.114 -1.536
H -0.924 -5.072 -0.938
H -2.031 -3.256 0.016
H -0.363 -2.775 0.162
H -3.174 -0.632 0.544
H -1.756 -1.296 1.372
H -2.688 1.617 1.320
H -1.072 1.154 1.937
H -3.401 -0.440 2.904
H -3.225 1.261 3.485
H -2.083 -0.037 5.116
H -0.807 0.728 4.190
H -1.795 -2.123 3.621
H -0.381 -1.310 2.957
H 0.566 -3.398 2.853
H 2.266 -2.889 2.931
H 1.671 -4.127 4.035
C 3.831 4.069 -1.247
C 3.858 4.554 -2.658
O 4.528 5.432 -3.095
N 3.048 3.796 -3.680
C 2.319 4.674 -4.657
H 3.879 4.927 -0.581
H 2.920 3.505 -1.030
H 4.695 3.424 -1.081
H 2.439 3.100 -3.230
H 3.756 3.299 -4.228
H 3.047 5.152 -5.302
H 1.736 5.405 -4.106
H 1.663 4.033 -5.241

Computed properties:
LUMO energy ... -1.58 eV

These are the Mulliken partial charges, in e, on atoms 1 to 2: -1.39 -0.74

3 unconnected molecules or ions with the total composition C15H26N3O7S2. Source: OMol25; level of theory: wB97M-V/def2-TZVPD.

Element x y z (Å)
C -5.144 -1.283 -1.190
O -4.198 -1.885 -2.026
C -3.159 -2.610 -1.366
N -1.920 -1.963 -1.455
C -0.911 -2.861 -1.042
C 0.483 -2.257 -1.295
C 0.471 -0.738 -1.216
S 0.859 -0.010 -2.852
C 2.115 1.146 -2.485
S 2.107 2.158 -1.218
N 3.187 1.138 -3.410
C 4.532 1.182 -3.129
C 5.159 1.131 -4.346
N 4.241 1.076 -5.361
C 3.071 1.071 -4.769
H -5.023 -0.195 -1.159
H -6.141 -1.469 -1.603
H -5.136 -1.684 -0.176
H -3.111 -3.613 -1.867
H -3.457 -2.817 -0.309
H -0.991 -3.169 0.034
H -0.968 -3.811 -1.631
H 0.871 -2.625 -2.241
H 1.179 -2.624 -0.536
H -0.510 -0.371 -0.938
H 1.203 -0.371 -0.502
H 4.895 1.237 -2.123
H 6.223 1.132 -4.493
H 2.132 1.034 -5.289
C 7.025 6.321 2.894
O 7.173 5.636 1.652
C 6.028 5.148 1.160
O 4.948 5.251 1.679
O 6.297 4.538 0.014
C 5.155 3.955 -0.636
H 8.018 6.661 3.175
H 6.364 7.179 2.785
H 6.640 5.651 3.660
H 4.423 4.720 -0.882
H 4.699 3.194 -0.010
H 5.519 3.500 -1.551
C -5.712 -1.007 4.589
O -6.126 -2.337 4.912
C -6.206 -3.144 3.852
O -5.969 -2.838 2.717
O -6.590 -4.351 4.272
C -6.703 -5.314 3.221
H -5.687 -0.459 5.527
H -4.720 -1.011 4.142
H -6.422 -0.537 3.911
H -5.744 -5.460 2.728
H -7.449 -5.001 2.492
H -7.018 -6.241 3.690

Computed properties:
Net charge ... -1
LUMO energy ... 1.84 eV

These are the Mulliken partial charges, in e, on atoms 1 to 2: -0.27 -0.38

2 unconnected molecules or ions with the total composition C15H27B2F10N4O9P. Source: OMol25; level of theory: wB97M-V/def2-TZVPD.

Element x y z (Å)
C -0.785 -3.639 0.889
C 0.355 -2.632 0.638
N 1.078 -2.952 -0.594
C 2.118 -2.025 -0.920
C 1.602 -0.604 -1.279
N 1.867 0.324 -0.162
C 1.308 1.492 -0.075
N 1.589 2.220 1.063
C 0.592 3.275 1.333
O 0.693 3.548 2.704
P 1.232 4.819 0.463
O 2.663 4.701 0.329
O 0.432 5.192 -0.872
O 0.918 6.015 1.513
C -0.849 2.820 1.041
C -1.130 1.588 1.950
C -2.470 0.906 1.696
O -2.344 -0.503 1.786
C -3.559 -1.138 1.577
C -3.964 -1.211 0.094
F -4.425 -2.374 -0.255
F -2.899 -0.946 -0.659
F -4.854 -0.283 -0.236
C -1.952 3.834 1.336
F -1.619 5.103 1.129
F -2.419 3.754 2.551
F -2.990 3.584 0.536
C -0.894 2.424 -0.450
N 0.432 2.035 -0.922
O 0.621 2.022 -2.282
B 1.870 2.456 -2.781
O 2.449 1.660 -3.719
O 2.490 3.601 -2.446
C 0.234 -3.221 -1.702
C 0.627 -4.399 -2.547
O -0.753 -2.610 -1.953
H -0.837 -3.813 1.959
H -0.546 -4.594 0.428
H -1.705 -3.206 0.508
H 1.068 -2.794 1.450
H 0.008 -1.588 0.675
H 2.638 -2.421 -1.793
H 2.879 -1.983 -0.136
H 2.216 -0.275 -2.114
H 0.546 -0.602 -1.539
H 2.499 0.024 0.569
H 1.558 1.597 1.869
H 1.553 3.965 2.875
H -0.299 5.807 -0.703
H 0.876 6.833 0.992
H -1.069 1.852 2.998
H -0.366 0.820 1.812
H -3.164 1.225 2.483
H -2.954 1.160 0.752
H -3.461 -2.161 1.928
H -4.393 -0.690 2.129
H -1.214 3.277 -1.041
H -1.605 1.622 -0.648
H 1.841 0.928 -3.906
H 2.828 4.019 -3.251
H 0.677 -4.153 -3.605
H 1.526 -4.879 -2.169
H -0.211 -5.089 -2.453
B 2.374 -6.752 0.235
F 3.346 -5.723 0.213
F 2.746 -7.740 1.154
F 1.120 -6.194 0.611
F 2.259 -7.308 -1.055

Computed properties:
LUMO energy ... -1.34 eV

These are the Mulliken partial charges, in e, on atoms 1 to 2: -1.41 0.24

A gas-phase ion, C15H27Br2N2O4 (charge -1). Source: OMol25; level of theory: wB97M-V/def2-TZVPD.

Element x y z (Å)
C 1.612 1.765 2.892
C 2.756 1.194 2.090
O 3.640 0.541 2.616
O 2.708 1.494 0.785
C 3.847 1.089 0.023
C 3.879 -0.409 -0.283
C 2.498 -0.905 -0.775
C 2.030 -2.140 0.021
C 1.100 -3.025 -0.841
C -0.296 -3.255 -0.250
C -0.972 -1.958 0.216
C -1.471 -1.150 -0.985
N -2.138 0.107 -0.652
C -2.783 0.803 -1.748
Br -2.191 0.131 -3.549
C -2.443 2.328 -1.811
C -1.441 2.783 -0.769
Br -4.068 3.424 -1.766
C -2.842 0.148 0.626
N -1.887 0.574 1.700
C -4.049 1.145 0.645
O -3.949 2.234 1.249
O -5.081 0.733 0.051
H 1.299 2.727 2.501
H 1.960 1.890 3.909
H 0.781 1.065 2.840
H 4.778 1.371 0.510
H 3.787 1.629 -0.917
H 4.211 -0.944 0.600
H 4.603 -0.589 -1.075
H 2.605 -1.190 -1.819
H 1.736 -0.129 -0.734
H 2.932 -2.712 0.234
H 1.595 -1.874 0.980
H 1.038 -2.675 -1.867
H 1.575 -4.007 -0.916
H -0.303 -3.980 0.559
H -0.926 -3.652 -1.050
H -0.275 -1.338 0.775
H -1.769 -2.246 0.899
H -2.091 -1.843 -1.561
H -0.560 -0.909 -1.529
H -3.855 0.647 -1.806
H -2.010 2.573 -2.768
H -1.183 3.813 -1.027
H -1.847 2.808 0.239
H -0.511 2.224 -0.853
H -3.297 -0.801 0.908
H -1.012 0.742 1.213
H -1.719 -0.252 2.267

Computed properties:
Net charge ... -1
SMILES string ... CC(=O)OCCCCCCCCN([C@H](Br)[C@H](C)Br)[C@@H](N)C(=O)[O-]
LUMO energy ... 2.57 eV

These are the Mulliken partial charges, in e, on atoms 1 to 2: -0.96 0.83

3 unconnected molecules or ions with the total composition C15H27Br2O5PS2. Source: OMol25; level of theory: wB97M-V/def2-TZVPD.

Element x y z (Å)
C 0.199 -0.846 2.480
C -0.089 -1.295 1.154
C 0.108 -1.791 -0.394
C -0.371 -0.752 -1.548
O -0.821 -1.311 -2.867
C -1.336 -0.071 -3.535
O -1.643 -0.057 -4.840
O -1.474 1.052 -2.567
C -1.453 0.472 -1.178
C -3.027 0.094 -0.975
Br -3.392 -1.896 -0.780
C -3.821 0.806 0.256
C -4.219 2.407 -0.026
Br -3.057 0.490 2.087
P -0.628 1.894 -0.207
C 1.242 1.628 0.073
C -0.758 3.588 -1.065
H 0.370 -0.809 3.661
H -0.542 -2.787 -0.500
H 1.219 -2.133 -0.649
H 0.664 -0.266 -1.891
H -3.615 0.396 -1.969
H -4.889 0.269 0.289
H -3.433 2.964 -0.687
H -4.524 2.975 0.960
H -5.217 2.364 -0.682
H 1.586 1.932 1.175
H 1.626 0.535 -0.089
H 1.896 2.317 -0.650
H -0.917 3.571 -2.222
H 0.260 4.172 -0.861
H -1.613 4.266 -0.590
C 1.391 -3.171 -4.526
S 1.365 -4.585 -3.399
O 1.732 -4.081 -2.034
C 2.827 -5.397 -4.090
H 0.575 -2.496 -4.257
H 2.343 -2.641 -4.439
H 1.248 -3.520 -5.552
H 3.689 -4.727 -4.030
H 2.635 -5.670 -5.130
H 3.030 -6.300 -3.510
C 3.272 1.501 5.396
S 1.815 0.868 6.261
O 0.907 0.262 5.232
C 1.140 2.490 6.693
H 3.837 0.653 5.000
H 2.965 2.148 4.571
H 3.899 2.057 6.096
H 0.967 3.076 5.787
H 1.840 3.013 7.350
H 0.193 2.345 7.217

Computed properties:
LUMO energy ... 0.48 eV

These are the Mulliken partial charges, in e, on atoms 1 to 2: -0.68 -0.10